No. 1
# C11H28NbO

A molecular structure, C11H28NbO (wB97M-V/def2-TZVPD, the OMol25 dataset).

```
41
Properties=species:S:1:pos:R:3
Nb 1.54011 0.07715 3.20801
O -2.19580 2.35318 -0.04633
C 2.69750 -0.16116 -1.18953
C 0.16365 0.13093 -2.26108
C -3.18759 -2.14036 -2.21195
C -1.28822 1.57028 2.28919
C 1.02822 -0.23665 1.01113
C 1.72772 -0.29724 -2.50673
C 2.18307 -0.99977 0.13129
C -0.75765 -1.15997 -1.72980
C -1.73939 -1.74500 -2.93348
C -0.02843 1.72349 3.32676
C -1.19847 2.66143 1.02488
H -0.32866 0.48358 -3.28904
H 0.00182 1.00727 -1.50181
H -2.25888 1.90907 2.89659
H 1.80236 -1.37361 -3.01129
H -3.99395 -2.41469 -3.04173
H 0.01204 -0.83871 0.97973
H 1.91510 0.30546 4.96693
H -0.47361 1.75865 4.42376
H -2.11510 1.39473 -0.32705
H 3.13246 -1.19160 0.82621
H -0.11894 2.76317 0.58459
H -3.59779 -1.25092 -1.56411
H -1.88434 -0.98444 -3.81498
H -3.07510 -3.06916 -1.50739
H -1.54743 3.70430 1.47375
H 3.74853 -0.63952 -1.49064
H 2.80722 1.32493 2.78333
H 2.16455 0.46020 -3.31794
H -1.50806 0.47645 1.92945
H 2.94595 0.97907 -0.93845
H 0.84088 0.80612 0.50109
H 0.30695 -1.16510 3.69999
H -0.07153 -2.04384 -1.35269
H -1.25799 -2.76348 -3.30148
H 2.81901 -1.22892 3.15187
H 0.50830 2.73435 3.08302
H 1.75171 -2.07548 -0.12541
H -1.47019 -0.84418 -0.82865
```

Charge: -1
HOMO, eV: -4.547
Kohn-Sham gap, eV: 7.32

natural (NBO) atomic charge list, values in e, 4 entries: 1.979 -0.761 -0.414 -0.421

***

No. 2
# C9H18N2O3

A single C9H18N2O3 molecule (wB97M-V/def2-TZVPD, the OMol25 dataset).

```
32
Properties=species:S:1:pos:R:3
O -0.82046 -0.60056 -2.50960
O 1.87334 2.97992 0.54535
O 1.37293 3.28893 -1.57130
N -0.60903 1.20429 0.28411
N 1.05444 0.45155 -1.82043
C -0.09499 -0.20829 -1.59841
C -2.04073 -0.97482 1.74156
C 1.65395 2.51317 -0.55712
C -0.56155 -0.19537 -0.10719
C 1.88773 1.03834 -0.81023
C -1.84375 -0.96798 0.11441
C -1.91464 -2.42777 -0.28253
C -0.99653 -1.62848 2.65833
C 3.39141 0.98367 -1.21815
H -0.16244 -0.98943 2.67774
H 0.24527 -0.63245 0.47476
H -1.56270 1.49699 0.18698
H -0.37687 1.25718 1.29734
H -2.92727 -1.60936 1.96422
H -2.67289 -0.43607 -0.39191
H -2.23301 0.02810 2.12277
H 1.31309 0.43711 -2.84006
H 3.40352 1.34936 -2.29935
H -1.41658 -1.70906 3.66289
H -1.80582 -2.51222 -1.41099
H 3.78102 -0.05512 -1.22545
H 3.99364 1.67949 -0.59861
H 1.64665 0.56306 0.19946
H -1.08330 -3.11739 0.12617
H -2.87439 -2.76824 0.05960
H 1.20002 4.18043 -1.15456
H -0.82005 -2.61898 2.28020
```

Charge: 0
HOMO, eV: -9.328
Energy relative to the best compared isomer or geometry (same formula, charge and spin), kJ/mol: 120.0
Kohn-Sham gap, eV: 10.01
SMILES: CC[C@H](C)[C@H](N)C(=O)N[C@@H](C)C(=O)O

natural (NBO) atomic charge list, values in e, 4 entries: -0.632 -0.641 -0.668 -0.829

***

No. 3
# C24H25CoO4S

A molecular structure, C24H25CoO4S (wB97M-V/def2-TZVPD, the OMol25 dataset).

```
55
Properties=species:S:1:pos:R:3
Co -0.91781 -0.10764 1.33448
S 1.12837 -0.17967 2.23060
O -0.43456 -0.99914 -0.36209
O 4.52583 0.85559 -3.53378
O -0.53880 1.15150 -0.16697
O 5.50943 -1.01949 -2.88738
C 4.69562 -0.16856 -2.66407
C 1.36420 -0.69572 -4.15948
C 3.83794 -0.12975 -1.44372
C -2.37409 -2.86094 1.76254
C 1.53920 0.56866 -4.70687
C 0.49799 1.55976 -2.77903
C -3.59981 -0.61695 -0.21614
C 0.32022 0.29248 -2.23550
C -3.11706 2.17936 1.07692
C -1.99810 0.69925 2.90386
C 2.57762 1.05336 0.23356
C -2.94728 -0.38873 1.10780
C -2.40570 -1.38303 1.98594
C -1.52158 1.75495 3.84812
C -1.84025 -0.71402 3.09582
C -2.72963 0.88002 1.70156
C -0.26355 0.14812 -0.88260
C 1.10022 1.69688 -4.02080
C 2.19592 -0.15237 0.81942
C 3.49047 -1.33508 -0.84277
C 0.74935 -0.83553 -2.92465
C -1.18394 -1.37319 4.26261
C 3.38507 1.06401 -0.89452
C 2.66464 -1.34673 0.26571
H -3.27500 -1.55616 -0.66048
H -2.91011 -3.38381 2.55625
H -0.78137 -2.34510 3.98397
H 1.71884 -1.56881 -4.69117
H -2.83347 -3.12492 0.81192
H 2.22159 1.98135 0.66168
H -2.66749 2.27830 0.08817
H 1.23130 2.68045 -4.45538
H 2.02934 0.67662 -5.66579
H -2.79852 3.02563 1.68091
H 2.36090 -2.28350 0.71364
H -1.91209 -1.51612 5.06548
H 0.16952 2.42342 -2.21576
H 3.86628 -2.25649 -1.26921
H -3.33796 0.18435 -0.90880
H -0.36345 -0.77257 4.65315
H -4.20180 2.22975 0.96447
H 3.67720 2.01377 -1.32856
H -2.21149 1.86199 4.68896
H -0.53917 1.49993 4.24384
H 3.69867 1.30801 -3.33659
H -1.34671 -3.22748 1.75005
H -4.68785 -0.63795 -0.12216
H -1.43476 2.72050 3.35385
H 0.61770 -1.80856 -2.47102
```

Charge: 0
HOMO (spin up / spin down), eV: -8.003 / -7.918
Energy relative to the best compared isomer or geometry (same formula, charge and spin), kJ/mol: 3.9
Kohn-Sham gap (spin up / spin down), eV: 7.88 / 7.96

natural (NBO) atomic charge list, values in e, 4 entries: 0.876 -0.245 -0.671 -0.679

***

No. 4
# C11H12Br2NO2

A gas-phase ion, C11H12Br2NO2 (charge +1) (wB97M-V/def2-TZVPD, the OMol25 dataset).

```
28
Properties=species:S:1:pos:R:3
Br 2.36957 1.05106 1.52485
Br 1.75765 -0.27819 -2.85855
O -1.70123 -0.26670 2.20957
O -3.16854 1.82167 0.22634
N -0.86198 -1.00674 1.42105
C 0.38910 -2.94862 0.97290
C -0.53014 -2.26957 1.74040
C -3.22841 1.49966 -1.24750
C -1.00202 0.84996 -0.22575
C -2.52980 0.70137 -0.20843
C 1.14362 -2.23506 0.04294
C 3.46177 1.73990 -1.02285
C 1.69866 -0.03876 -0.99493
C -0.36090 -0.36700 0.35434
C 2.46655 0.84401 -0.35833
C 0.80500 -0.91520 -0.20528
H 1.95490 -2.70062 -0.49185
H 3.78930 1.27920 -1.94544
H 0.62136 -3.98614 1.14236
H -1.02442 -2.76752 2.55821
H -0.77864 1.78736 0.27560
H -4.30225 1.55150 -1.32295
H -2.94671 -0.26488 0.03215
H 4.29997 1.91089 -0.35826
H -0.78238 0.83494 -1.28496
H -1.90904 -0.80016 2.99099
H -2.64173 2.26741 -1.73119
H 3.01074 2.70622 -1.23544
```

Charge: +1
HOMO, eV: -12.569
Kohn-Sham gap, eV: 8.28
SMILES: C/C(Br)=C(\Br)c1ccc[n+](O)c1C[C@@H]1CO1

natural (NBO) atomic charge list, values in e, 4 entries: 0.096 0.138 -0.461 -0.482

***

No. 5
# C32H27N4O6SeTb

A molecular structure, C32H27N4O6SeTb (wB97M-V/def2-TZVPD, the OMol25 dataset).

```
71
Properties=species:S:1:pos:R:3
Tb -1.07876 0.59622 0.35377
Se -2.59098 -0.72598 2.47321
O 0.80130 8.16489 -0.56264
O -0.89529 7.66897 -1.89874
O -2.82190 -2.09845 1.69177
O -0.83892 -0.42220 2.31583
O -3.17814 0.54341 1.44485
O -2.99930 -0.63685 4.06619
N -1.57639 2.69802 -0.63762
N 0.24610 -0.93240 -1.14464
N 0.33279 2.28070 1.11527
N -0.00051 7.36650 -1.07543
C 1.85065 -4.36641 0.77335
C 2.20847 4.26119 1.80751
C 1.22774 -1.75514 4.13934
C 2.71108 -2.62678 2.29434
C -0.66969 3.72441 -0.47613
C 2.42595 -1.09254 -2.12310
C 0.55847 -4.09793 1.21970
C 1.86079 -1.13760 -3.39624
C -0.61492 -4.65651 0.49628
C -1.74422 -1.39585 -2.34435
C 1.58348 -0.97104 -1.00429
C 1.42604 -2.48824 2.87207
C 0.15525 5.98466 -0.67823
C 1.20462 2.09694 2.16235
C 0.34218 3.49096 0.49637
C -2.48894 -0.88578 -1.28873
C 2.92018 -3.63856 1.28634
C -2.41216 -2.18087 -3.29875
C 1.28220 4.47294 0.77830
C -3.81361 -1.22114 -1.12641
C -3.76565 -2.53746 -3.15563
C -1.79492 5.04553 -2.15295
C 4.31373 -3.90346 0.91147
C -0.31597 -1.26417 -2.32847
C -2.61947 3.96960 -2.36681
C -0.74966 4.96675 -1.14644
C 0.41073 -3.19925 2.29028
C -2.51035 2.82510 -1.59435
C 0.44956 -1.23452 -3.52929
C 2.19862 3.04030 2.47470
C 1.22965 5.75529 0.16889
C -4.49012 -2.05891 -2.06436
H -5.54507 -2.23646 -1.90240
H 4.45453 -3.91522 -0.20602
H 2.50775 -1.23177 -4.27518
H 1.07901 1.15516 2.70728
H -1.80285 5.91583 -2.77607
H 5.00067 -3.15359 1.34311
H 3.00726 5.00507 1.99848
H -1.51324 -4.63647 1.10673
H 2.93623 2.85154 3.18870
H -0.44388 -5.74014 0.32617
H -4.31763 -0.83362 -0.26522
H -0.87059 -4.20499 -0.44639
H -0.67107 -2.98578 2.59680
H 2.00073 -0.97096 4.27777
H 1.28307 -2.42743 5.00418
H 1.98713 -0.98682 -0.01930
H 1.88959 6.63230 0.40473
H 0.22388 -1.29253 4.25204
H 3.49463 -1.20489 -1.99523
H -3.21561 1.99374 -1.76091
H 0.04817 -1.35740 -4.50891
H 3.53255 -2.03070 2.64330
H -3.35756 4.02243 -3.14273
H -4.24259 -3.19609 -3.85272
H -1.89643 -2.55786 -4.15023
H 2.04414 -5.10598 -0.02703
H 4.61743 -4.93169 1.24049
```

Charge: 0
HOMO (spin up / spin down), eV: -7.352 / -7.231
Spin multiplicity: 7
Energy relative to the best compared isomer or geometry (same formula, charge and spin), kJ/mol: 0.0
Kohn-Sham gap (spin up / spin down), eV: 4.79 / 4.67

Mulliken atomic charge list, values in e, 4 entries: 0.619 0.876 -0.624 -0.595

***

No. 6
# C3H4Br2

A single C3H4Br2 molecule (wB97M-V/def2-TZVPD, the OMol25 dataset).

```
9
Properties=species:S:1:pos:R:3
Br -1.69642 -2.35871 -0.70206
Br 2.04305 -1.22206 1.83315
C 0.76156 -1.33046 0.41945
C 0.78361 -0.65371 -0.74747
C -0.40620 -2.25435 0.72985
H 1.66396 -0.11483 -1.03556
H 0.09123 -0.78113 -1.57682
H -1.08003 -1.83046 1.52999
H -0.26445 -3.31120 1.20198
```

Charge: 0
HOMO, eV: -9.770
Energy relative to the best compared isomer or geometry (same formula, charge and spin), kJ/mol: 7.3
Kohn-Sham gap, eV: 10.41
SMILES: C=C(Br)CBr

natural (NBO) atomic charge list, values in e, 4 entries: 0.014 0.079 -0.111 -0.406

***

No. 7
# C26H47LuO2Si2

A molecular structure, C26H47LuO2Si2 (wB97M-V/def2-TZVPD, the OMol25 dataset).

```
78
Properties=species:S:1:pos:R:3
Lu -0.51763 -0.11806 0.13040
Si 0.89924 -1.23680 4.65543
Si 1.06096 -3.24477 2.14961
O -0.59240 2.44512 -4.18241
O -0.35260 -0.68561 -1.80473
C -0.76390 -0.57955 -4.20754
C 0.14424 0.43024 5.06688
C 1.26202 -2.75653 0.33910
C -2.43895 1.15477 1.07579
C 0.83091 -1.38664 -2.51074
C 1.98255 0.75719 0.17343
C 1.10582 1.49235 -0.70007
C 2.72817 -3.92594 2.74717
C -2.67418 -1.14132 0.91616
C -2.36541 -0.05868 1.80916
C -1.67689 4.03793 -2.69276
C -2.97389 -0.58679 -0.35027
C 2.77584 -1.00006 4.82666
C -1.36895 -0.30060 -2.84441
C 0.43551 4.35726 -4.24518
C 0.77180 2.87910 -4.41094
C 0.52212 -1.36063 -3.99695
C 0.57277 2.02711 1.48407
C 1.68000 1.13665 1.51214
C -1.89952 4.23816 -5.22400
C 0.34735 -1.75620 2.96795
C -1.02444 3.83976 -4.04864
C -0.17421 -4.66305 2.22958
C 0.22032 2.26031 0.12303
C -2.79462 0.83943 -0.26823
C 0.32620 -2.47932 5.97143
H 0.39214 -2.38213 -4.35759
H -2.82057 -2.18334 1.18681
H 0.40276 -3.52192 5.62577
H 2.95389 -4.84118 2.17999
H 1.35998 -0.93245 -4.55462
H 1.43834 2.45731 -3.64354
H 0.92657 1.19625 5.21282
H -0.44147 0.36574 6.00173
H 2.72558 -4.20289 3.81051
H 0.56309 4.90698 -5.18043
H 1.20219 1.57516 -1.78068
H 1.68581 -1.73823 0.26817
H 2.25985 0.86136 2.39495
H -2.91606 3.87238 -5.07545
H 3.16321 -0.28266 4.08498
H 1.07637 2.59553 -5.41909
H 0.91961 -2.38336 6.89611
H 0.88487 -2.40848 -2.13594
H -2.31614 2.16032 1.48440
H -0.60855 -4.73922 3.23648
H 0.30814 -5.62092 1.99529
H 2.81828 0.13465 -0.15450
H -1.95062 3.06380 -2.25854
H 0.30958 -2.80631 -0.21169
H -1.60806 0.75501 -2.69879
H -3.05599 1.54683 -1.05186
H -0.52229 0.77271 4.26134
H -0.99478 -4.52469 1.50732
H 3.55494 -3.22461 2.57438
H -1.49488 -1.14201 -4.79646
H -1.93639 5.32596 -5.35407
H 0.93160 4.81502 -3.38819
H 2.99078 -0.58605 5.82440
H 1.98404 -3.41332 -0.17793
H -3.42423 -1.12672 -1.19064
H -0.75494 -1.72015 2.85589
H -2.59580 4.63978 -2.78865
H 1.73284 -0.82358 -2.25109
H -0.73195 -2.29500 6.22969
H -0.58517 0.37895 -4.71020
H 3.35497 -1.92782 4.71855
H -2.12594 -0.16600 2.87432
H -2.25870 -0.91074 -2.68676
H -0.51826 2.97032 -0.25979
H -1.49703 3.79211 -6.13317
H 0.16772 2.55613 2.34949
H -0.99755 4.54667 -2.00480
```

Charge: 0
HOMO, eV: -5.642
Kohn-Sham gap, eV: 5.86

Mulliken atomic charge list, values in e, 4 entries: 1.621 0.280 -0.161 -0.347

***

No. 8
# C21H36CsGeNO8S

A molecular structure, C21H36CsGeNO8S (wB97M-V/def2-TZVPD, the OMol25 dataset).

```
69
Properties=species:S:1:pos:R:3
Cs 0.28121 0.00229 0.81887
Ge 0.72644 -0.22645 -2.52040
S -1.06233 2.55325 3.27133
O 1.81355 -2.73772 4.59041
O 0.79766 -1.71535 -1.55773
O 0.21933 1.79121 3.19472
O 1.61676 -1.89584 2.51059
O -4.30062 -0.72342 1.89754
O -2.48183 0.54296 1.51745
O -0.81378 0.52447 -2.02854
O 1.91235 0.85021 -1.70338
N -1.04027 -1.37000 2.98548
C 2.34445 2.10366 -2.24716
C 1.87989 -2.66255 -1.40382
C 3.22188 2.71969 -1.16306
C -1.20958 3.42277 1.70333
C 1.15290 3.00738 -2.54057
C -3.09429 1.06922 -1.78457
C -2.35365 -1.20549 3.14612
C -0.33564 -2.06224 3.88171
C -0.93892 -2.60969 5.00832
C -3.12426 -0.38738 2.09077
C 3.04852 -2.03924 -0.64344
C 1.28489 -3.80288 -0.58905
C 1.18449 -2.25104 3.64002
C -2.14060 -0.00925 -2.28212
C 2.30920 -3.14132 -2.78560
C -2.29309 -0.22041 -3.78696
C -3.03442 -1.75515 4.22583
C -0.65540 4.01365 4.25021
C -2.38480 -1.31081 -1.53430
C -2.30591 -2.45552 5.17435
C 3.16197 1.85779 -3.51212
H -3.00575 1.16449 -0.69979
H -1.45369 2.67228 0.95354
H -2.08009 0.70326 -4.32889
H 0.99318 -3.44208 0.39902
H 2.74609 -2.31854 -3.36064
H -1.50414 4.69820 4.26622
H 2.54076 1.40445 -4.28947
H 2.63863 2.88245 -0.25587
H 2.02676 -4.59196 -0.45225
H 0.52851 2.60136 -3.34000
H 1.50322 3.99495 -2.84815
H 1.45010 -3.53404 -3.33304
H 3.06016 -3.92847 -2.70311
H 0.22913 4.49285 3.82970
H 4.04525 2.04657 -0.92248
H 3.63124 3.67627 -1.49340
H 3.40548 -1.13626 -1.14087
H 3.56283 2.79468 -3.90401
H 3.99260 1.18396 -3.29677
H -2.87679 2.02040 -2.27460
H 2.76845 -1.80857 0.38802
H 0.52680 3.11060 -1.65395
H -2.01673 4.15338 1.75451
H -4.10587 -1.62777 4.28986
H -0.44258 3.66403 5.25865
H 3.86321 -2.76603 -0.60417
H -3.31007 -0.53792 -4.02351
H -2.80355 -2.88348 6.03818
H -0.25209 3.90189 1.49265
H -0.31624 -3.13934 5.71515
H -3.39567 -1.65997 -1.75340
H -1.61086 -1.00065 -4.14066
H -4.12512 0.78367 -2.00408
H -2.34094 -1.14885 -0.45818
H -1.67313 -2.08236 -1.82892
H 0.41482 -4.22020 -1.09953
```

Charge: -1
HOMO (spin up / spin down), eV: -5.047 / -5.046
Spin multiplicity: 2
Energy relative to the best compared isomer or geometry (same formula, charge and spin), kJ/mol: 14.7
Kohn-Sham gap (spin up / spin down), eV: 6.84 / 5.42

Mulliken atomic charge list, values in e, 4 entries: 1.544 -0.214 0.651 -0.793

***

no.,maximum force (eV/A)
1,2.658
2,2.943
3,0.726
4,2.920
5,4.338
6,2.938
7,5.038
8,0.725